Entry from the OMol25 dataset: a cluster of 7 separate species, C71H163F2N2O6P4S2 in total at a distorted geometry (wB97M-V/def2-TZVPD).

DFT total energy (hartree): -5724.390924
Net charge: +3
Largest force on an atom (hartree/bohr): 0.220
Kohn-Sham gap (eV): 7.13
Energy relative to the best compared isomer or geometry (same formula, charge and spin) (eV): 7.720
HOMO (eV): -11.636
Multiplicity: 1

Element x y z (Å)
1 S -4.3412 12.4631 -18.2368
2 S -2.7361 10.8904 -17.8283
3 P -0.2188 10.8252 -12.1097
4 P 0.8531 19.3289 -10.1293
5 P -8.8831 16.0855 -20.3813
6 P 1.5363 14.1713 -19.0742
7 F -5.6450 12.3525 -19.1229
8 F -2.2710 9.3556 -18.1742
9 O -4.8422 12.6981 -16.8969
10 O -4.2263 10.6933 -11.4671
11 O -3.5224 13.5233 -18.7634
12 O -1.5396 11.5673 -18.3420
13 O -1.4499 13.0408 -14.4224
14 O -2.8282 10.7028 -16.4084
15 N -4.2804 11.5241 -14.0989
16 N -3.9768 10.7945 -18.6544
17 C 3.5257 11.5343 -17.2421
18 C -9.5532 14.4206 -20.4646
19 C 2.2186 15.8738 -18.9552
20 C -2.0562 17.2140 -19.0906
21 C -2.0055 16.2642 -20.3604
22 C -0.2619 8.7180 -13.9031
23 C -0.3140 14.3675 -19.4058
24 C -1.1320 13.7297 -7.5991
25 C -10.7607 12.9917 -17.9680
26 C 3.0258 12.8810 -16.7822
27 C -6.6103 16.6440 -16.7115
28 C -4.3943 12.5650 -12.9266
29 C 1.3459 16.8961 -18.0197
30 C -0.9750 15.1600 -13.3635
31 C -7.4574 16.0214 -21.5706
32 C -0.5751 12.2707 -9.5778
33 C -10.8548 18.2231 -20.0845
34 C 1.2944 21.0016 -12.4658
35 C -12.7730 20.0849 -20.1973
36 C 1.7485 18.1165 -11.1497
37 C -0.4997 8.5188 -10.2425
38 C -4.9017 9.6030 -10.8481
39 C 1.3634 11.4781 -12.7839
40 C 1.0228 21.0044 -10.9527
41 C -1.6414 18.7394 -11.1564
42 C 1.7639 23.5362 -12.7358
43 C -5.0065 11.8497 -11.7057
44 C 0.4456 9.5922 -10.8829
45 C 2.8034 10.2593 -16.6755
46 C 0.7472 20.6360 -7.7271
47 C -0.8200 18.7954 -9.8828
48 C 1.1089 18.2074 -15.8266
49 C 0.9613 22.2991 -13.1625
50 C 3.7816 12.4010 -12.6106
51 C -1.1861 9.7718 -13.2575
52 C -1.4436 13.4740 -9.1160
53 C -4.0344 18.3378 -12.1126
54 C -1.2050 11.8099 -10.9407
55 C -11.4850 19.5199 -20.8654
56 C -0.9979 14.2924 -14.6873
57 C -1.8628 14.8269 -15.8924
58 C 2.4465 13.4215 -20.4706
59 C 0.1306 7.3445 -9.4956
60 C -0.6504 15.5231 -20.4530
61 C -8.2774 16.6260 -18.6290
62 C -10.0168 17.3632 -21.0402
63 C 1.5321 19.4530 -8.3530
64 C 2.7150 15.7122 -11.0359
65 C 1.1761 6.6323 -10.2482
66 C 4.6665 11.1579 -13.0416
67 C 1.2346 13.1023 -22.7936
68 C -9.2212 13.1257 -18.2081
69 C 2.0791 17.5150 -16.8433
70 C -1.0630 7.9612 -15.0189
71 C 2.2246 13.9507 -21.9494
72 C 1.6176 16.6955 -10.5598
73 C 4.1406 16.1190 -10.6298
74 C 1.6891 13.3169 -17.4653
75 C 1.2511 13.3302 -24.2978
76 C -6.7961 16.5592 -18.1988
77 C -5.1792 16.7777 -16.2244
78 C -2.3383 7.3499 -14.6313
79 C -6.7094 17.4266 -21.8785
80 C -5.6560 17.2228 -22.8608
81 C -5.1531 13.8494 -13.3711
82 C -3.1236 18.3385 -10.9185
83 C 0.2845 20.2029 -6.3957
84 C -0.3608 21.2585 -5.5902
85 C 2.4324 12.1535 -11.8961
86 C -4.6115 18.2959 -22.8366
87 C -8.7805 13.3460 -19.6261
88 H 0.8736 6.0551 -11.1219
89 H -0.6446 11.4025 -8.9224
90 H -5.0947 12.5372 -10.8645
91 H 0.5889 16.2114 -17.6375
92 H -3.0541 8.1717 -14.6484
93 H 0.1273 21.5592 -10.6729
94 H 1.0906 19.7649 -5.8072
95 H 3.1679 15.6762 -18.4574
96 H 0.0175 16.3818 -20.3845
97 H -8.7683 12.4269 -20.2118
98 H -4.3539 19.3417 -12.3923
99 H -7.7004 13.4851 -19.5814
100 H 4.5294 11.4056 -16.8371
101 H -2.2584 16.9502 -21.1688
102 H -2.1731 7.2044 -13.5638
103 H -1.6169 19.7082 -11.6552
104 H 0.8027 17.5686 -18.6837
105 H -1.2099 8.9702 -9.5497
106 H -6.0134 11.7172 -12.1016
107 H 2.5424 11.6782 -10.9214
108 H -1.2250 17.9562 -11.7899
109 H -8.3650 17.7015 -18.4752
110 H 1.0780 12.3457 -13.3788
111 H -12.3579 20.8042 -19.4913
112 H -1.6711 10.4641 -13.9458
113 H -2.0576 9.4037 -12.7162
114 H 0.6324 16.2599 -10.7260
115 H 3.5510 11.6400 -18.3266
116 H 1.1146 22.2062 -14.2376
117 H 1.3768 24.4230 -13.2376
118 H 1.1681 14.0221 -16.8178
119 H -4.8712 17.8226 -16.1874
120 H 0.5125 7.7437 -8.5560
121 H -5.9859 9.6444 -10.7434
122 H 0.2217 17.7496 -15.3891
123 H -1.4880 18.1186 -19.3072
124 H 1.2183 9.1073 -11.4794
125 H -4.9250 16.2234 -15.3210
126 H 4.3391 13.0637 -11.9488
127 H -3.0930 17.4230 -18.8268
128 H -6.1639 17.1955 -18.8181
129 H -10.6445 20.2092 -20.7848
130 H -7.8967 15.6662 -22.5028
131 H 2.3833 14.7378 -10.6772
132 H -4.4428 9.4151 -9.8774
133 H -1.4404 15.8133 -16.0839
134 H -11.0765 12.7708 -16.9484
135 H 1.9172 13.0283 -11.4993
136 H -0.5543 20.8164 -4.6128
137 H -3.5838 19.1778 -10.3969
138 H -11.3084 13.9220 -18.1187
139 H 1.4307 21.4768 -7.6084
140 H -8.5987 12.2853 -17.9008
141 H -2.7862 15.5074 -20.2841
142 H 2.8158 10.3328 -15.5880
143 H 5.6820 10.9145 -12.7294
144 H -3.7880 17.6999 -12.9614
145 H -0.7729 14.6156 -18.4488
146 H 0.7479 19.1826 -16.1532
147 H 2.7806 18.4658 -11.1200
148 H 2.3405 20.7696 -12.6655
149 H -10.5863 14.3751 -20.1200
150 H 2.4120 16.1993 -19.9773
151 H -1.1172 8.1244 -11.0494
152 H -1.6977 14.6020 -7.2717
153 H 2.1573 12.3748 -20.3765
154 H 2.5840 19.7326 -8.4112
155 H -6.2409 13.8203 -13.3077
156 H -7.2916 18.2897 -22.2013
157 H -11.2043 12.2474 -18.6293
158 H -7.1134 17.5718 -16.4391
159 H 1.7811 10.7154 -13.4411
160 H -8.9942 16.3516 -17.8551
161 H 1.6800 5.9412 -9.5725
162 H 3.5205 13.5745 -20.3652
163 H -4.8180 14.7049 -12.7847
164 H -2.8032 15.2286 -15.5150
165 H -0.2526 14.8302 -12.6169
166 H -1.5312 16.7195 -18.2734
167 H -4.7409 11.8504 -14.9365
168 H -0.4051 7.2617 -15.5347
169 H 0.9414 10.0632 -10.0340
170 H 0.5391 12.7380 -24.8727
171 H -2.5977 6.4036 -15.1061
172 H -6.0319 17.1032 -23.8770
173 H 0.3188 22.1005 -5.4582
174 H -13.1438 19.2674 -19.5791
175 H 3.3295 9.4088 -17.1090
176 H 1.7826 10.2175 -17.0554
177 H 4.5013 17.1460 -10.6880
178 H 1.7467 21.5531 -10.3501
179 H -5.1375 16.2736 -22.7263
180 H 1.2584 12.3176 -17.5296
181 H -4.3934 18.5274 -21.7940
182 H -9.4440 14.1222 -21.5073
183 H -0.1141 13.9058 -7.2513
184 H 2.8025 23.3375 -13.0001
185 H 0.0147 14.2438 -15.0877
186 H 2.2180 13.1766 -24.7770
187 H -4.9963 17.8828 -11.8766
188 H 1.6786 18.5068 -14.9469
189 H -0.7014 6.7178 -9.1745
190 H -4.8813 14.0198 -14.4128
191 H -0.9472 17.7484 -9.6075
192 H 0.6862 9.0598 -14.3184
193 H 4.4077 10.9984 -14.0884
194 H -2.5108 13.3024 -9.2565
195 H -1.2388 8.5900 -15.8917
196 H -9.3598 18.0083 -21.6235
197 H -1.2107 14.3336 -9.7444
198 H 1.3401 18.0618 -12.1588
199 H -1.3331 21.4660 -6.0370
200 H -3.3164 17.4377 -10.3359
201 H -2.0609 11.1998 -10.6524
202 H 3.0920 13.0094 -15.7018
203 H -4.6022 8.7229 -11.4171
204 H 4.3800 16.0040 -9.5726
205 H -2.0665 14.1124 -16.6899
206 H -0.4469 15.1306 -21.4493
207 H -3.6915 18.0454 -23.3647
208 H -6.6111 15.5290 -18.5034
209 H 1.3849 12.0442 -22.5797
210 H -13.4807 20.6139 -20.8356
211 H -7.1713 15.8528 -16.2142
212 H -1.6569 12.6735 -11.4285
213 H 0.4926 12.4249 -9.7338
214 H -3.3922 11.2069 -14.4600
215 H 1.9880 7.2408 -10.6466
216 H 3.1858 14.0155 -22.4593
217 H -1.9616 15.1500 -12.9002
218 H -6.2818 17.9324 -21.0128
219 H -0.0040 7.9154 -13.2122
220 H -4.8967 10.7493 -13.8991
221 H -4.5111 16.4842 -17.0341
222 H 3.8091 13.5455 -17.1470
223 H 1.8623 16.7643 -9.4999
224 H 1.8893 14.9874 -21.9195
225 H -4.7855 19.2419 -23.3494
226 H -10.3748 18.6554 -19.2065
227 H -11.8171 17.7591 -19.8680
228 H 3.6744 13.0041 -13.5122
229 H -10.6912 16.7896 -21.6760
230 H -8.8887 13.9476 -17.5740
231 H 4.2058 10.2206 -12.7299
232 H 2.7707 18.3146 -17.1090
233 H -11.6508 19.2193 -21.8999
234 H -3.3591 12.8448 -12.7312
235 H -0.4259 19.3792 -6.4655
236 H -0.8200 13.4608 -19.7375
237 H -0.1020 22.4710 -12.9955
238 H 0.2129 13.3552 -22.5102
239 H -1.4120 19.3375 -9.1454
240 H -0.5547 16.1141 -13.6817
241 H 1.3348 18.5030 -7.8564
242 H 4.8572 15.4534 -11.1111
243 H -0.1022 21.0358 -8.2809
244 H -6.8828 15.1671 -21.2127
245 H 1.8175 23.6924 -11.6584
246 H 0.6758 20.2854 -13.0066
247 H 0.9452 14.3701 -24.4131
248 H -1.5837 12.9144 -7.0340
249 H 2.5570 16.6557 -16.3729
250 H 2.7519 15.7034 -12.1252

Cartesian forces (eV/Å) of the 3 atoms listed first:
-2.87 0.41 -1.09
9.31 -6.33 1.24
0.61 -1.44 2.34